# 1
C3H3BrO | the ωB97M-V functional and the def2-TZVPD basis

Values from the calculation:
SMILES string: C=C=C=O.Br
Energy: -75246.7347 eV
Energy relative to the best compared isomer or geometry (same formula, charge and spin): 173.23 kJ/mol
Kohn-Sham gap: 8.47 eV
Charge: 0

Last column: Löwdin charge in e.
Positions of all 8 atoms, in Å:
C  1.546468  -0.138066  -0.475865  0.05
C  1.156287  -0.372614  0.747473  -0.08
C  0.836486  -1.257196  1.601776  -0.21
O  0.336333  -1.970642  2.405286  0.14
H  1.536066  0.872374  -0.856075  0.06
H  1.827696  -0.841253  -1.149979  0.03
Br  -3.410938  1.220992  -0.860981  0.27
H  -3.828398  2.486404  -1.411637  -0.27

Forces on atoms 1 to 2 (eV/Å):
C -0.73 2.60 1.07
C 0.49 0.62 -0.20

=====

# 2
C4H9N3 | the ωB97M-V functional and the def2-TZVPD basis

Values from the calculation:
Energy: -8760.2683 eV
Energy relative to the best compared isomer or geometry (same formula, charge and spin): 410.71 kJ/mol
Kohn-Sham gap (spin up / spin down): 6.57 / 6.57 eV
Charge: 0

Last column: Löwdin charge in e.
Positions of all 16 atoms, in Å:
N  0.201673  1.256112  1.007482  0.11
C  0.448075  -0.663825  0.134685  -0.54
N  -0.678003  -1.527688  -0.079276  0.09
N  1.672785  -1.310978  -0.223856  0.08
C  0.492892  0.057045  1.435873  0.00
C  -0.016347  0.905710  -0.501606  -0.31
C  -1.298888  1.152617  -1.010494  -0.10
H  -0.172785  2.041047  1.545776  0.14
H  -1.370035  -1.039862  -0.657242  0.05
H  -1.101623  -1.884242  0.765523  0.08
H  2.383385  -0.673846  -0.561735  0.07
H  1.506912  -2.053561  -0.890378  0.07
H  0.734698  -0.230980  2.452324  0.12
H  0.811207  1.330676  -1.067382  0.12
H  -2.180642  0.942855  -0.417511  0.01
H  -1.433304  1.698919  -1.932183  0.00

Forces on atoms 1 to 2 (eV/Å):
N -0.04 -0.75 0.40
C -0.17 0.26 -0.32

=====

# 3
C6H12 | the ωB97M-V functional and the def2-TZVPD basis

Values from the calculation:
SMILES string: CC1(C)C=CC1.[H][H]
Energy: -6414.2967 eV
Energy relative to the best compared isomer or geometry (same formula, charge and spin): 255.11 kJ/mol
Kohn-Sham gap: 10.42 eV
Charge: 0

Last column: Löwdin charge in e.
Positions of all 18 atoms, in Å:
C  -1.696830  -1.034468  0.124738  -0.06
C  -0.506085  -0.097020  -0.068807  -0.54
C  -0.951336  1.279016  -0.559002  -0.05
C  0.452730  -0.131605  1.116058  -0.07
C  1.391101  -0.823968  0.468179  -0.11
C  0.660602  -0.793902  -0.855694  -0.12
H  -2.242733  -1.184647  -0.814631  0.08
H  -1.346704  -2.009963  0.480513  0.08
H  -2.398907  -0.636088  0.867377  0.08
H  -1.479631  1.216037  -1.519426  0.08
H  -0.105980  1.965400  -0.685347  0.08
H  -1.643335  1.727541  0.164836  0.08
H  0.389733  0.285245  2.118924  0.11
H  2.365284  -1.212058  0.753415  0.09
H  0.406303  -1.746314  -1.336913  0.11
H  1.149279  -0.140413  -1.588310  0.11
H  2.904104  2.013140  0.809019  0.04
H  2.737258  1.317378  0.608722  0.01

Forces on atoms 1 to 2 (eV/Å):
C -0.05 -0.04 0.01
C -0.14 0.04 -0.01

=====

# 4
C7H10N | the ωB97M-V functional and the def2-TZVPD basis

Values from the calculation:
Energy: -8895.8284 eV
Energy relative to the best compared isomer or geometry (same formula, charge and spin): 248.04 kJ/mol
Kohn-Sham gap (spin up / spin down): 8.44 / 7.66 eV
Multiplicity: 3
Charge: +1

Last column: Mulliken spin population.
Positions of all 18 atoms, in Å:
C  2.917859  -0.570379  0.895645  0.04
C  0.692443  -0.913860  -0.482681  -0.11
C  3.513061  -0.294288  -0.245749  0.57
C  -0.608548  -0.683374  -0.569974  0.91
C  1.988811  -0.101555  -0.171244  0.28
C  -2.886832  -0.042049  0.482848  0.04
C  -1.965113  -0.420835  -0.719864  0.02
N  1.709501  1.379605  -0.103976  0.01
H  2.768319  -0.760910  1.998073  0.01
H  1.104265  -1.869242  -0.550787  0.07
H  -3.105724  -0.681920  1.344258  0.00
H  -3.919391  0.174764  0.064990  0.00
H  -2.537123  0.894955  0.994691  0.00
H  -2.207899  0.265733  -1.647743  0.05
H  -2.430241  -1.388269  -1.127809  0.09
H  2.615300  1.805002  -0.362305  0.01
H  1.430183  1.704955  0.869039  0.01
H  0.921129  1.501674  -0.667415  0.01

Forces on atoms 1 to 2 (eV/Å):
C 1.47 -0.08 0.75
C 0.80 1.39 0.27

=====

# 5
C5H7NO | the ωB97M-V functional and the def2-TZVPD basis

Values from the calculation:
SMILES string: [H]/N=C1/C=C(C)CO1
Energy: -8833.1695 eV
Energy relative to the best compared isomer or geometry (same formula, charge and spin): 292.67 kJ/mol
Kohn-Sham gap: 9.32 eV
Charge: 0

Last column: Löwdin charge in e.
Positions of all 14 atoms, in Å:
H  2.082005  -1.403205  0.990708  0.07
N  1.845887  -1.308462  0.003675  0.16
C  1.465760  -0.123357  -0.236085  -0.48
C  0.461826  0.086556  -1.284114  0.02
C  -0.535108  0.509836  -0.479598  -0.24
C  -1.567812  -0.518422  -0.135472  -0.03
C  0.069343  1.368040  0.618262  -0.12
O  1.426200  0.896616  0.689003  -0.03
H  0.324074  -0.656154  -2.061805  0.12
H  -2.313723  -0.223609  0.603975  0.08
H  -2.021090  -1.010684  -0.997861  0.09
H  -0.889806  -1.277926  0.325062  0.10
H  -0.409434  1.223950  1.592343  0.13
H  0.061880  2.436820  0.371912  0.13

Forces on atoms 1 to 2 (eV/Å):
H 0.40 0.08 -0.10
N 0.49 0.41 -0.06

=====

# 6
C5H6O | the ωB97M-V functional and the def2-TZVPD basis

Values from the calculation:
SMILES string: C#CCCC=O
Energy: -7327.3891 eV
Energy relative to the best compared isomer or geometry (same formula, charge and spin): 182.88 kJ/mol
Kohn-Sham gap: 10.77 eV
Charge: 0

Last column: Löwdin charge in e.
Positions of all 12 atoms, in Å:
C  2.703296  -0.093046  0.011462  0.11
C  1.629106  0.162331  -0.470163  -0.15
C  0.213146  0.309184  -0.805429  -0.21
C  -0.572992  0.186648  0.505809  -0.17
C  -1.935046  -0.416554  0.339824  -0.26
O  -2.423062  -0.721689  -0.721760  0.05
H  3.658232  -0.315160  0.428865  0.02
H  -0.090388  -0.485038  -1.497018  0.12
H  -0.010613  1.255223  -1.311362  0.12
H  -0.021950  -0.445445  1.214689  0.12
H  -0.677704  1.156393  1.009515  0.13
H  -2.472023  -0.592844  1.295570  0.12

Forces on atoms 1 to 2 (eV/Å):
C -0.35 0.20 -0.31
C 0.54 -0.19 0.28